Entry 1:
Formula: CH3N5O2
Source: the OMol25 dataset
Level of theory: ωB97M-V/def2-TZVPD

Geometry as XYZ:
```
11
Properties=species:S:1:pos:R:3:forces:R:3:mulliken_charge:R:1
C -0.03054 0.00579 -0.48581 6.4 1.9 0.9 0.63
H 1.04016 0.57324 -3.24425 -4.2 -2.3 2.1 0.42
H -1.14054 1.10550 2.17269 1.4 -1.0 -0.9 0.29
H 1.79683 -1.29404 1.64806 -1.4 0.5 -0.5 0.35
N 0.82317 0.32465 -1.42458 -2.0 -1.7 2.7 -0.35
N -1.34919 -0.00608 -0.56206 -1.6 -1.8 -1.7 -0.03
N -1.81164 0.07310 0.54865 -1.7 1.9 3.7 -0.38
N -0.80362 0.31928 1.56008 -1.1 -1.1 -1.3 -0.16
N 0.45645 0.10770 0.96276 -1.1 -0.6 -0.3 0.03
O 0.19694 0.10418 -2.60877 4.6 2.9 -4.1 -0.34
O 0.82200 -1.31331 1.43323 0.6 1.3 -0.6 -0.45
```
Positions in Å, forces in eV/Å.

Properties
- Kohn-Sham gap (eV) = 8.871
- SMILES string = O/N=c1\nn[nH]n1O
- lowest unoccupied orbital energy (Ha) = -0.0194
- energy above the lowest of the compared OMol25 structures with the same formula, charge and spin (kcal/mol) = 79.7
- highest occupied orbital energy (eV) = -9.40

Entry 2:
Formula: C6H10N
Source: the OMol25 dataset
Level of theory: ωB97M-V/def2-TZVPD

Geometry as XYZ:
```
17
Properties=species:S:1:pos:R:3:forces:R:3:mulliken_charge:R:1
C 0.30266 0.52648 -0.25736 3.9 -1.5 0.5 0.19
C 1.59333 0.05252 -0.19085 -2.4 2.9 0.3 0.62
C -0.85679 1.14000 0.24534 -3.8 -0.2 -2.1 -0.63
C -1.99692 0.00082 0.39511 2.8 0.3 1.1 -0.53
C 0.64827 -0.51473 -1.10408 0.2 -0.1 -1.5 -0.97
C 2.91305 0.26761 0.36031 1.9 -0.1 -1.3 -1.03
N -1.72168 -1.26751 -0.32080 -1.2 4.3 -1.4 -0.13
H -0.67759 1.55053 1.16896 0.0 1.2 2.2 0.39
H -1.26219 1.91117 -0.45105 0.5 -0.3 0.4 0.29
H -1.92619 -0.17186 1.46446 -0.5 -0.7 0.0 0.33
H -3.00013 0.24697 0.12739 -0.8 0.7 -0.4 0.42
H 0.24770 -1.24724 -1.69301 -0.1 -2.1 -1.2 0.50
H 3.77882 0.65334 -0.37069 -2.3 -0.1 1.2 0.32
H 3.27901 -0.76948 0.36559 0.3 0.2 1.4 0.34
H 2.81593 0.89792 1.28819 0.6 -1.1 -0.9 0.29
H -1.97298 -2.01057 0.22245 -0.1 -3.2 1.6 0.26
H -2.16432 -1.26598 -1.24997 0.9 -0.3 0.0 0.36
```
Positions in Å, forces in eV/Å.

Properties
- charge = +1
- Kohn-Sham gap (spin up / spin down) (eV) = 5.853 / 5.818
- lowest unoccupied orbital energy (spin up / spin down) (Ha) = -0.1240 / -0.3211
- energy above the lowest of the compared OMol25 structures with the same formula, charge and spin (kcal/mol) = 118.1
- multiplicity = 3
- highest occupied orbital energy (spin up / spin down) (eV) = -9.23 / -14.55